Here is a molecular structure, C25H28Br2N3O4Pt at a distorted geometry from the OMol25 dataset. Energies are from ωB97M-V/def2-TZVPD.

Structure (XYZ):
```
63
Properties=species:S:1:pos:R:3
Pt -0.20 -0.11 0.17
O -0.14 2.71 -2.67
C 0.93 2.79 -3.34
C 1.15 3.93 -4.20
C 2.23 3.91 -5.02
C 3.12 2.80 -4.98
C 2.91 1.70 -4.10
C 1.86 1.69 -3.25
C 1.59 0.52 -2.29
O 0.27 0.36 -1.95
N 2.46 0.68 -1.04
N 1.97 0.49 0.12
C 2.70 0.71 1.21
C 2.22 0.51 2.51
Br 0.50 -0.26 2.75
C 3.00 0.94 3.59
C 2.79 0.88 4.98
C 3.40 1.91 5.75
C 3.21 1.96 7.11
C 2.49 0.93 7.73
C 1.95 -0.15 7.00
C 2.08 -0.17 5.64
H -0.09 1.75 -2.26
H 0.42 4.72 -4.21
H 2.40 4.72 -5.71
H 3.98 2.79 -5.64
H 3.61 0.86 -4.11
H 2.01 -0.35 -2.79
H 3.44 0.93 -1.13
H 3.72 1.07 1.12
H 3.91 1.47 3.29
H 3.98 2.68 5.26
H 3.63 2.77 7.69
H 2.38 0.95 8.81
H 1.45 -0.96 7.52
H 1.73 -1.03 5.09
C -3.18 -0.36 1.74
O -2.53 0.17 0.56
C -2.98 1.47 0.16
C -2.23 2.55 0.86
O -0.87 2.42 0.42
C -0.06 3.51 0.89
H -4.25 -0.34 1.60
H -2.92 0.21 2.63
H -2.85 -1.39 1.85
H -4.04 1.57 0.34
H -2.80 1.54 -0.91
H -2.28 2.45 1.95
H -2.63 3.52 0.58
H -0.49 4.46 0.59
H 0.93 3.42 0.44
H 0.03 3.49 1.98
Br -2.21 -2.05 -1.56
C -0.83 -2.99 -0.71
C -0.82 -4.37 -0.74
C 0.26 -5.03 -0.18
C 1.29 -4.29 0.39
C 1.18 -2.92 0.41
N 0.13 -2.27 -0.12
H -1.63 -4.91 -1.21
H 0.31 -6.11 -0.19
H 2.16 -4.77 0.82
H 1.95 -2.30 0.87
```

<S²>: 6.121
HOMO energy (alpha / beta), Eh: -0.6159 / -0.6210
Total charge: +3
2S+1: 5
Electronic energy, Ha: -6700.86754
Energy above the lowest of the compared OMol25 structures with the same formula, charge and spin, kcal/mol: 0.0